[1]
{
  "formula": "CH3N4",
  "method": "ωB97M-V/def2-TZVPD",
  "elements": ["C", "N", "N", "N", "N", "H", "H", "H"],
  "coordinates": [[-1.013, 0.076, -0.169], [-1.843, 2.333, -0.219], [-2.643, 1.935, 0.430], [-1.630, -0.881, -0.467], [0.031, 0.667, 0.447], [-2.430, -1.223, -1.005], [0.248, 0.008, 1.261], [0.400, 1.539, 0.222]],
  "forces_ev_per_angstrom": [[2.7, -1.5, 1.1], [-2.1, -0.1, 1.1], [1.1, 1.2, -1.2], [-0.2, 2.2, -0.9], [-3.0, -5.1, 0.7], [0.3, -0.2, 0.6], [0.5, 1.9, -1.2], [0.7, 1.6, -0.2]],
  "nbo_charge": [0.76, -0.02, 0.07, -0.47, -0.80, 0.50, 0.48, 0.47],
  "spin_multiplicity": 1,
  "total_charge": 1,
  "mol_weight_g_mol": 71.06,
  "e_homo_ha": -0.6300,
  "e_lumo_ha": -0.2180
}



[2]
{
  "formula": "C36H64F2O14P2",
  "method": "ωB97M-V/def2-TZVPD",
  "elements": ["C", "O", "P", "O", "O", "C", "O", "C", "H", "H", "H", "H", "H", "H", "H", "H", "H", "C", "O", "P", "O", "O", "C", "O", "C", "H", "H", "H", "H", "H", "H", "H", "H", "H", "F", "C", "C", "C", "C", "C", "C", "H", "H", "H", "H", "H", "F", "C", "C", "C", "C", "C", "C", "H", "H", "H", "H", "H", "C", "C", "C", "O", "H", "H", "H", "H", "H", "H", "C", "C", "C", "O", "H", "H", "H", "H", "H", "H", "C", "C", "C", "O", "H", "H", "H", "H", "H", "H", "C", "C", "C", "O", "H", "H", "H", "H", "H", "H", "C", "C", "C", "O", "H", "H", "H", "H", "H", "H", "C", "C", "C", "O", "H", "H", "H", "H", "H", "H"],
  "coordinates": [[5.639, 5.137, -2.921], [5.368, 3.901, -2.272], [4.904, 2.583, -3.047], [4.562, 1.458, -2.157], [3.642, 3.000, -3.913], [2.380, 3.091, -3.229], [5.939, 2.358, -4.246], [6.753, 1.188, -4.151], [5.377, 5.926, -2.263], [5.021, 5.212, -3.802], [6.718, 5.322, -3.111], [2.173, 2.090, -2.800], [1.528, 3.407, -3.884], [2.413, 3.785, -2.335], [7.560, 1.344, -4.871], [6.168, 0.273, -4.402], [7.169, 1.047, -3.160], [0.492, -5.114, -1.532], [1.326, -4.214, -0.919], [1.401, -4.289, 0.658], [1.801, -5.594, 1.235], [0.076, -3.803, 1.355], [-0.934, -4.613, 1.930], [2.352, -3.145, 0.986], [3.204, -3.144, 2.153], [0.351, -6.015, -0.943], [0.911, -5.267, -2.499], [-0.495, -4.587, -1.627], [-0.505, -5.553, 2.330], [-1.725, -4.753, 1.269], [-1.329, -4.095, 2.814], [3.567, -4.147, 2.281], [2.550, -2.884, 2.991], [3.924, -2.428, 1.842], [-0.527, -1.027, 5.396], [-1.824, -0.725, 5.467], [-2.707, -1.615, 4.891], [-4.071, -1.312, 4.908], [-4.491, -0.162, 5.568], [-3.586, 0.694, 6.198], [-2.234, 0.383, 6.185], [-2.295, -2.513, 4.405], [-4.693, -1.976, 4.366], [-5.518, 0.049, 5.554], [-3.987, 1.543, 6.694], [-1.510, 1.083, 6.668], [5.167, 0.173, 2.347], [4.006, 0.932, 2.483], [3.459, 1.103, 3.758], [2.345, 1.893, 3.948], [1.689, 2.399, 2.825], [2.163, 2.188, 1.607], [3.410, 1.468, 1.378], [3.882, 0.628, 4.644], [1.881, 2.028, 4.948], [0.781, 2.962, 2.940], [1.686, 2.671, 0.762], [3.823, 1.389, 0.405], [-0.888, 0.276, -4.395], [-1.756, -0.892, -4.216], [-1.254, -2.259, -4.624], [-2.885, -0.798, -3.761], [-0.709, 0.367, -5.465], [0.093, 0.164, -3.919], [-1.418, 1.126, -4.069], [-1.882, -3.016, -4.101], [-0.184, -2.370, -4.380], [-1.410, -2.401, -5.671], [-3.123, -0.893, -0.814], [-3.784, -2.272, -0.543], [-5.205, -2.353, -0.306], [-3.106, -3.285, -0.667], [-3.771, -0.225, -1.321], [-2.246, -1.057, -1.404], [-2.994, -0.414, 0.176], [-5.471, -3.401, -0.363], [-5.657, -1.912, -1.163], [-5.509, -1.836, 0.636], [-3.508, 2.411, 2.786], [-4.853, 2.194, 2.210], [-5.950, 2.512, 3.201], [-5.102, 1.681, 1.140], [-2.656, 2.271, 2.131], [-3.361, 1.750, 3.661], [-3.451, 3.404, 3.137], [-5.454, 2.760, 4.175], [-6.558, 1.644, 3.364], [-6.470, 3.326, 2.719], [-4.551, 2.799, -2.449], [-3.110, 3.229, -2.206], [-2.834, 3.698, -0.748], [-2.221, 3.131, -3.005], [-5.208, 3.637, -2.532], [-4.844, 2.192, -1.668], [-4.611, 2.276, -3.380], [-2.733, 2.774, -0.213], [-3.639, 4.279, -0.294], [-1.899, 4.288, -0.663], [2.981, -1.605, -3.178], [4.485, -1.841, -3.034], [4.858, -2.120, -1.626], [5.330, -1.707, -3.924], [2.843, -0.645, -3.675], [2.419, -1.655, -2.262], [2.570, -2.358, -3.891], [4.298, -3.073, -1.420], [4.356, -1.413, -0.960], [5.941, -2.217, -1.429], [-0.768, -0.380, 1.940], [-0.315, 0.338, 0.699], [0.664, -0.328, -0.230], [-0.704, 1.463, 0.429], [-0.863, -1.464, 1.741], [-1.662, 0.006, 2.378], [0.033, -0.137, 2.630], [1.630, -0.401, 0.303], [0.657, 0.309, -1.105], [0.289, -1.310, -0.484]],
  "forces_ev_per_angstrom": [[0.7, 0.0, -0.4], [0.1, -0.9, 0.2], [-0.6, -0.1, -0.5], [0.9, 0.5, 0.0], [-0.6, 0.9, -0.3], [-0.7, -0.2, 1.3], [-0.7, 0.4, 1.2], [0.2, -1.1, -0.7], [-0.6, 0.6, 0.8], [0.1, 0.2, -0.5], [-0.6, -0.7, -0.2], [-0.1, 0.5, -0.3], [1.2, -0.3, 0.2], [0.2, -0.5, -1.1], [-0.1, -0.2, 0.1], [0.5, 0.8, 0.1], [0.1, 0.1, 0.2], [-2.7, 0.2, -0.7], [1.5, 1.7, 1.9], [0.2, -2.7, 1.6], [-0.2, 0.3, -0.8], [-0.7, 0.9, -0.6], [1.2, -0.4, 2.0], [0.9, 1.6, -0.7], [-1.6, -0.4, -0.5], [0.2, -0.3, -0.2], [0.0, -0.6, -0.7], [0.5, -0.8, -0.2], [-0.2, 0.3, -0.6], [-1.2, -0.4, -1.3], [0.2, 0.2, -0.3], [0.5, -0.3, 0.2], [0.6, 0.3, 0.1], [0.9, 0.6, 0.7], [0.7, 0.1, 0.0], [-0.4, -0.3, 0.5], [-0.1, -0.1, -0.5], [1.6, 0.5, 0.4], [0.8, -0.5, -0.4], [-0.2, -1.3, -0.5], [0.6, 1.4, 0.2], [-0.3, 0.5, 0.2], [-0.9, -0.3, -0.2], [-1.3, 0.5, 0.1], [0.0, 0.7, 0.4], [-0.5, -0.9, -0.5], [-1.3, 0.8, 0.2], [0.6, -0.6, 0.1], [0.4, -0.2, 1.0], [-0.6, -0.5, 0.3], [-0.9, 0.5, 2.2], [2.9, -0.6, -3.0], [-1.9, 1.0, 1.0], [0.3, 0.1, -0.5], [0.6, -0.1, -0.7], [-0.3, 0.2, 0.1], [0.0, -0.3, -0.1], [0.3, -0.2, -0.8], [0.9, -0.3, -0.6], [-1.2, -1.2, 0.5], [-0.1, -0.4, 1.3], [0.5, 0.2, -0.3], [0.2, 0.1, -0.2], [-0.2, 0.0, 0.0], [-0.3, 1.2, 0.5], [0.6, 0.5, -0.3], [-0.4, -0.1, -0.2], [0.1, 0.0, -0.8], [-0.9, -1.1, 1.8], [2.9, 0.3, -1.3], [-1.1, -0.3, 1.1], [-0.2, 0.5, 0.4], [-0.7, 0.5, -0.7], [0.6, 0.1, 0.1], [0.5, -0.2, -0.4], [-0.2, -0.2, 0.6], [-0.7, 0.8, -0.5], [0.0, -0.4, -0.8], [1.3, -0.9, -0.2], [-0.5, -1.5, 0.4], [1.4, 0.3, 0.5], [0.3, 0.4, -0.1], [-0.1, -0.2, -0.5], [-0.3, 0.2, -0.3], [0.0, 1.3, 0.7], [-0.8, 0.2, -0.8], [-0.6, -0.3, -0.2], [-0.6, 0.3, 0.5], [1.6, 0.9, -1.6], [-0.6, 0.6, 1.7], [0.4, 0.7, -1.1], [0.2, 0.0, -0.5], [-0.4, 0.8, 0.2], [-0.8, -1.3, 1.8], [0.0, -0.5, -0.6], [0.2, -0.5, 0.6], [-0.2, -0.2, -0.2], [-0.4, -0.6, -0.2], [0.3, -0.7, -2.0], [1.1, 1.3, -0.4], [-0.3, -1.4, 0.6], [-1.9, -0.5, 1.0], [0.0, 0.2, 0.1], [0.0, 0.0, 0.4], [0.2, 0.4, 0.5], [0.7, 0.4, 0.2], [0.3, 0.2, -0.1], [-0.7, 0.1, -0.2], [0.7, -0.6, -0.7], [-0.8, 0.7, -0.4], [-0.3, 0.2, 0.8], [0.0, -0.3, 0.4], [0.3, 0.5, 0.4], [-0.7, 0.4, 0.0], [0.3, -0.5, 0.5], [-0.3, -0.1, -0.6], [0.6, 0.0, -0.2], [0.1, -0.5, 0.0]],
  "mulliken_charge": [-0.70, -0.30, 0.60, -0.11, -0.35, -0.36, -0.42, -0.60, 0.27, 0.34, 0.25, 0.01, 0.31, 0.27, 0.27, 0.23, 0.34, -0.75, 0.04, 0.32, -0.85, 0.31, -0.67, 0.20, -0.74, 0.36, 0.27, 0.19, 0.40, 0.40, -0.12, 0.38, 0.21, 0.15, -0.37, 0.56, -0.16, -0.51, -0.60, -0.65, -0.30, 0.20, 0.45, 0.53, 0.44, 0.36, -0.41, 0.35, -0.55, -0.39, -0.56, -0.28, -0.78, 0.41, 0.35, 0.44, 0.41, 1.02, -0.60, 0.97, -1.02, -0.59, 0.47, -0.01, 0.08, 0.27, 0.08, 0.43, 0.06, 0.78, -1.29, -0.60, 0.47, -0.45, -0.09, 0.38, 0.37, 0.25, -0.26, 0.98, -1.25, -0.56, -0.23, -0.09, 0.55, 0.24, 0.29, 0.40, -1.24, 0.77, -0.28, -0.57, 0.43, 0.23, 0.34, -0.38, 0.40, 0.31, -0.19, 0.64, -0.73, -0.70, 0.13, -0.23, 0.38, 0.31, -0.05, 0.38, -1.00, 0.93, -0.42, -0.68, 0.13, 0.05, 0.43, -0.05, 0.24, 0.34],
  "spin_multiplicity": 1,
  "total_charge": 0,
  "mol_weight_g_mol": 820.84,
  "e_homo_ha": -0.3426,
  "e_lumo_ha": 0.0158
}



[3]
{
  "formula": "C10H12N2S",
  "method": "ωB97M-V/def2-TZVPD",
  "elements": ["C", "C", "C", "C", "S", "C", "C", "N", "C", "C", "N", "C", "C", "H", "H", "H", "H", "H", "H", "H", "H", "H", "H", "H", "H"],
  "coordinates": [[3.435, -1.209, 0.196], [2.228, -1.540, -0.532], [1.260, -0.455, -0.816], [1.485, 0.884, -0.389], [0.394, 2.230, -0.485], [-0.713, 1.739, 0.915], [-1.594, 0.624, 0.478], [-1.795, -0.380, 1.272], [-2.755, -1.236, 0.600], [-3.126, -0.424, -0.787], [-2.111, 0.540, -0.824], [2.730, 1.045, 0.260], [3.755, 0.096, 0.422], [4.265, -2.003, 0.137], [1.846, -2.450, -0.950], [0.414, -0.750, -1.533], [-1.352, 2.652, 1.175], [-0.226, 1.529, 1.812], [-2.398, -2.197, 0.303], [-3.694, -1.357, 1.184], [-4.130, -0.062, -0.738], [-3.154, -0.930, -1.808], [-2.203, 1.235, -1.443], [2.780, 1.987, 0.683], [4.657, 0.432, 0.870]],
  "forces_ev_per_angstrom": [[0.3, -3.3, -3.3], [-1.4, 4.3, 0.7], [0.7, -1.7, -0.9], [2.0, -3.2, 0.5], [-0.6, 0.4, 0.6], [-1.8, 2.1, -1.8], [0.6, -0.9, 0.5], [-0.4, 1.1, -1.1], [-1.7, 1.0, -1.9], [-0.6, -2.8, -0.7], [1.0, -2.1, 4.1], [-0.9, -0.7, -0.7], [-2.2, 1.1, 0.5], [-1.4, 1.1, 0.8], [0.8, -0.8, 0.3], [1.0, 0.7, 1.4], [0.7, -1.0, -0.7], [1.1, -0.7, 1.2], [0.6, -0.8, 0.3], [0.7, 0.0, -0.2], [-0.8, 0.9, 0.5], [0.3, -0.4, 1.5], [0.1, 3.5, -2.3], [1.0, 2.0, 0.7], [0.7, -0.1, 0.3]],
  "nbo_charge": [-0.20, -0.22, -0.18, -0.25, 0.25, -0.55, 0.42, -0.47, -0.24, -0.23, -0.63, -0.18, -0.23, 0.22, 0.22, 0.22, 0.24, 0.25, 0.19, 0.20, 0.17, 0.18, 0.39, 0.21, 0.22],
  "spin_multiplicity": 1,
  "total_charge": 0,
  "mol_weight_g_mol": 192.29,
  "e_homo_ha": -0.3133,
  "e_lumo_ha": 0.0248
}



[4]
{
  "formula": "C4H2N2S",
  "method": "ωB97M-V/def2-TZVPD",
  "elements": ["C", "C", "N", "C", "N", "C", "S", "H", "H"],
  "coordinates": [[1.854, 0.599, -0.092], [0.966, -0.129, -0.664], [0.201, -1.216, -0.820], [-1.013, -1.346, -0.355], [-1.281, -0.212, 0.358], [-1.282, 0.960, 0.685], [-0.430, 2.140, 1.147], [2.421, 1.481, 0.035], [-1.436, -2.275, -0.292]],
  "forces_ev_per_angstrom": [[-4.1, -3.3, -3.7], [3.7, 2.2, 3.4], [-0.6, -2.3, -1.6], [5.3, 4.9, 0.1], [-4.0, 1.3, 1.3], [1.5, -4.7, -1.3], [-0.4, 3.6, 1.3], [0.4, 0.2, 0.3], [-1.7, -1.8, 0.0]],
  "nbo_charge": [-0.25, 0.12, -0.43, 0.28, -0.48, 0.21, 0.10, 0.24, 0.22],
  "spin_multiplicity": 1,
  "total_charge": 0,
  "mol_weight_g_mol": 110.14,
  "e_homo_ha": -0.3138,
  "e_lumo_ha": -0.0378
}